Record 1
{"formula": "CH3IOS2", "method": "wB97M-V/def2-TZVPD", "homo_energy_ha": -0.333, "e_above_lowest_kj_mol": 131.2, "spin_multiplicity": 1, "e_tot_ha": -1209.14310, "lumo_ev": -0.5, "symbols": ["C", "O", "S", "S", "I", "H", "H", "H"], "xyz": [[1.17, -0.43, 1.06], [-0.82, 0.19, -0.44], [0.27, -1.98, 1.22], [0.30, -0.70, -0.44], [-2.46, 2.00, -2.51], [0.76, 0.32, 1.58], [2.36, -0.46, 0.98], [-1.59, 1.05, -1.45]]}

---

Record 2
{"formula": "C4H12NS2", "method": "wB97M-V/def2-TZVPD", "total_charge": 1, "homo_energy_ha": -0.472, "e_above_lowest_kj_mol": 89.2, "spin_multiplicity": 1, "e_tot_ha": -1010.46151, "lumo_ev": -3.3, "symbols": ["C", "C", "C", "N", "H", "H", "H", "H", "H", "H", "H", "H", "C", "S", "S", "H", "H", "H", "H"], "xyz": [[-0.36, -1.83, 0.34], [-0.40, -1.34, -1.08], [-0.53, -2.05, -2.19], [-0.11, 0.11, -1.25], [-0.37, -2.92, 0.28], [0.58, -1.54, 0.80], [-1.22, -1.48, 0.91], [-0.39, -1.62, -3.17], [-0.79, -3.10, -2.09], [0.80, 0.37, -0.82], [-0.79, 0.67, -0.74], [-0.10, 0.39, -2.23], [-0.38, 2.42, 1.64], [1.30, 2.96, 1.23], [2.31, 1.15, 0.89], [-1.08, 2.48, 0.80], [-0.73, 3.02, 2.48], [-0.37, 1.39, 2.00], [2.64, 0.91, 2.18]]}

---

Record 3
{"formula": "C3H8N2O", "method": "wB97M-V/def2-TZVPD", "smiles": "C=CN.NC=O", "homo_energy_ha": -0.301, "e_above_lowest_kj_mol": 192.0, "spin_multiplicity": 1, "e_tot_ha": -303.81901, "lumo_ev": 1.0, "symbols": ["C", "C", "N", "H", "H", "H", "H", "H", "C", "N", "O", "H", "H", "H"], "xyz": [[1.71, -0.36, 0.62], [1.76, -0.13, -0.72], [0.60, -0.09, -1.52], [0.97, -1.05, 0.96], [2.53, -0.01, 1.24], [2.69, 0.03, -1.26], [0.85, 0.15, -2.47], [-0.02, 0.62, -1.14], [-2.26, 0.32, 0.24], [-1.33, -0.26, 1.06], [-2.08, 1.38, -0.30], [-3.20, -0.23, 0.13], [-1.62, -0.79, 1.87], [-0.60, 0.41, 1.27]]}

---

Record 4
{"formula": "C18H22N2O4S", "method": "wB97M-V/def2-TZVPD", "smiles": "CC[C@H](C)NC(=O)/C=C/c1ccc(S(=O)(=O)NCc2ccco2)cc1", "homo_energy_ha": -0.318, "e_above_lowest_kj_mol": 189.5, "spin_multiplicity": 1, "e_tot_ha": -1507.74185, "lumo_ev": -0.3, "symbols": ["C", "C", "H", "C", "N", "C", "O", "C", "C", "C", "C", "C", "C", "C", "C", "H", "H", "S", "O", "O", "N", "H", "C", "C", "C", "C", "C", "O", "H", "H", "H", "H", "H", "H", "H", "H", "H", "H", "C", "H", "H", "H", "H", "H", "H", "H", "H"], "xyz": [[-8.47, 0.63, 0.00], [-7.04, 0.73, 0.51], [-7.04, 0.86, 1.59], [-6.19, -0.50, 0.15], [-4.79, -0.23, 0.44], [-3.84, -0.15, -0.52], [-4.08, -0.29, -1.71], [-2.48, 0.14, 0.00], [-1.46, 0.25, -0.85], [-0.07, 0.52, -0.53], [0.40, 0.67, 0.78], [1.73, 0.92, 1.03], [2.61, 1.02, -0.03], [2.19, 0.88, -1.34], [0.85, 0.63, -1.59], [0.50, 0.52, -2.60], [2.90, 0.99, -2.14], [4.35, 1.28, 0.31], [5.00, 1.69, -0.90], [4.48, 2.08, 1.50], [4.79, -0.28, 0.73], [5.24, -0.30, 1.63], [5.48, -1.08, -0.28], [6.96, -0.88, -0.27], [7.73, 0.13, -0.74], [9.07, -0.20, -0.39], [9.00, -1.38, 0.27], [7.72, -1.81, 0.36], [9.75, -2.01, 0.72], [9.95, 0.37, -0.61], [7.39, 1.00, -1.26], [5.06, -0.78, -1.24], [5.25, -2.14, -0.09], [2.11, 1.05, 2.03], [-0.29, 0.59, 1.60], [-1.69, 0.13, -1.90], [-2.38, 0.25, 1.07], [-4.55, -0.09, 1.40], [-6.63, -1.76, 0.90], [-7.64, -2.04, 0.61], [-5.96, -2.58, 0.67], [-6.62, -1.59, 1.97], [-6.24, -0.68, -0.93], [-6.56, 1.60, 0.06], [-9.01, -0.18, 0.49], [-9.00, 1.56, 0.19], [-8.48, 0.45, -1.08]]}